[1]
14
Properties=species:S:1:pos:R:3 method="wB97M-V/def2-TZVPD" de_lowest_kcal_mol=150.7 molar_mass_g_mol=92.10 total_energy_ev=-9273.3749 largest_force_ev_per_a=2.34 e_homo_ev="-7.538 / -7.537"
C -2.9209 -0.2336 0.0040
C 0.2918 -1.5387 0.4024
N -1.7285 -0.4442 -0.7789
N 2.4610 0.6481 -0.4852
O -0.7806 0.3202 -0.5437
O 1.2779 -1.7350 -0.3477
H -2.9599 0.7539 0.4712
H -3.7691 -0.3987 -0.6602
H -2.9420 -1.0068 0.7755
H 0.2806 -0.5701 0.9495
H 1.5406 1.0422 -0.6656
H 3.0430 0.8479 -1.2903
H 2.8553 1.1228 0.3195
H 1.9403 -0.9756 -0.4460

***

[2]
16
Properties=species:S:1:pos:R:3 method="wB97M-V/def2-TZVPD" de_lowest_kcal_mol=101.5 molar_mass_g_mol=170.10 charge=-1 total_energy_ev=-17904.3073 largest_force_ev_per_a=4.39 e_homo_ev="-3.908 / -2.948"
C -1.2370 1.2366 0.4433
C -1.9423 0.0281 0.4121
C -0.0123 0.9880 -0.2121
C -1.5084 -2.4631 -0.1710
C 0.7356 1.9491 -0.7502
N -1.1781 -0.9304 -0.1217
N -0.0699 -0.3563 -0.5163
N 3.6204 0.6464 -0.0593
O -0.5989 -3.0660 -0.7501
O -2.5485 -2.6244 0.4108
O 2.7355 0.0024 0.5052
O 4.7809 0.7998 0.2474
H -1.5267 2.2344 0.6780
H -2.8320 -0.3144 0.7533
H 0.9457 2.9685 -0.2413
H 0.6360 -1.0988 -0.6282

***

[3]
68
Properties=species:S:1:pos:R:3 method="wB97M-V/def2-TZVPD" molar_mass_g_mol=393.53 charge=+1 total_energy_ev=-40831.5422 largest_force_ev_per_a=0.65 e_homo_ev=-9.753
C 2.9703 -3.9819 2.5971
C 3.8809 -3.3369 1.5543
O 3.4071 -2.0392 1.2383
C 4.3591 -1.0996 0.7626
C 4.2411 0.2183 1.5252
O 3.5620 1.2377 0.7994
C 2.2268 0.8977 0.4715
P 0.9557 0.7785 1.8884
C -0.4184 0.6164 3.1782
C -1.4087 -0.5358 2.8987
C -0.8002 -1.7338 2.1750
C -1.7508 -2.9193 2.1236
N -1.2677 -3.9621 1.2334
C -2.0740 -4.8425 0.5784
C -1.2900 -5.7080 -0.1226
C 0.0467 -5.3175 0.1003
C 0.0363 -4.2399 0.9389
H 2.3333 -3.2115 3.0350
H 2.3406 -4.7607 2.1718
H 3.5497 -4.4206 3.4087
H 3.9061 -3.9488 0.6457
H 4.9094 -3.2750 1.9216
H 4.1675 -0.9158 -0.2989
H 5.3729 -1.5035 0.8364
H 5.2248 0.6190 1.7673
H 3.7357 0.0066 2.4711
H 2.1834 -0.0532 -0.0837
H 1.8675 1.6798 -0.2114
H 1.3859 2.0307 2.4034
H 1.5883 -0.3833 2.4009
H -0.0299 0.8168 0.8472
H 0.0504 0.4483 4.1535
H -0.9689 1.5599 3.2406
H -1.8185 -0.8841 3.8509
H -2.2476 -0.1511 2.3120
H -0.5261 -1.4795 1.1469
H 0.1081 -2.0525 2.6956
H -1.8649 -3.3300 3.1308
H -2.7326 -2.6114 1.7613
H -3.1474 -4.8051 0.6619
H -1.6303 -6.5272 -0.7327
H 0.9382 -5.7729 -0.3020
H 0.8788 -3.6876 1.3196
C -0.1823 4.8366 -5.0535
O -1.5840 4.9625 -5.2231
C -2.3743 3.9114 -4.7434
C -2.7627 4.0697 -3.2843
N -1.6162 3.8680 -2.3249
C -1.0016 2.4913 -2.2516
C -1.9360 1.4223 -1.7152
O -2.1586 1.5192 -0.3371
C -3.1585 2.4201 0.1001
H 0.2978 5.3608 -5.8759
H 0.1628 5.3109 -4.1249
H 0.1360 3.7893 -5.0828
H -1.9095 2.9390 -4.9457
H -3.3076 3.9416 -5.3069
H -3.5485 3.3715 -3.0044
H -3.1193 5.0852 -3.1174
H -1.9276 4.1285 -1.3870
H -0.8817 4.5382 -2.5621
H -0.1415 2.5784 -1.5880
H -0.6509 2.2409 -3.2502
H -1.4192 0.4744 -1.8727
H -2.8805 1.3685 -2.2704
H -3.9734 2.5072 -0.6271
H -2.7445 3.4134 0.3249
H -3.5687 2.0317 1.0291

***

[4]
12
Properties=species:S:1:pos:R:3 method="wB97M-V/def2-TZVPD" de_lowest_kcal_mol=28.6 molar_mass_g_mol=99.09 total_energy_ev=-9813.0751 largest_force_ev_per_a=0.51 e_homo_ev=-9.994
O 0.0539 -2.0067 1.7619
C 0.4208 -0.8928 1.4815
C 0.4878 -0.4211 0.0479
C -0.9142 -0.2616 -0.5970
N -0.8762 1.0633 -1.2175
C 0.2076 1.5927 -0.8420
O 1.0482 0.8971 -0.0314
H 0.6975 -0.1456 2.2513
H 1.1271 -1.0994 -0.5282
H -1.1133 -1.0344 -1.3424
H -1.7188 -0.3044 0.1473
H 0.5627 2.5799 -1.1184

***

[5]
14
Properties=species:S:1:pos:R:3 method="wB97M-V/def2-TZVPD" de_lowest_kcal_mol=0.0 molar_mass_g_mol=199.66 charge=-1 total_energy_ev=-44443.3964 largest_force_ev_per_a=1.80 e_homo_ev=-2.906
C 0.4323 -0.6992 -0.8062
C 1.0257 0.6169 -0.6212
C -2.6840 0.1646 0.4655
N -0.7380 -0.9317 -0.3390
N -1.2576 0.0888 0.3293
O 2.0233 0.0449 1.0248
O 1.9184 1.1714 -1.2215
S -0.3366 1.5652 0.2378
S 3.4602 0.3542 0.7089
Cl 4.3045 -1.4254 -0.0240
H 1.0025 -1.4859 -1.2654
H -3.0898 -0.8294 0.2946
H -2.9367 0.4998 1.4724
H -3.1241 0.8658 -0.2559

***

[6]
16
Properties=species:S:1:pos:R:3 method="wB97M-V/def2-TZVPD" de_lowest_kcal_mol=89.2 molar_mass_g_mol=112.13 total_energy_ev=-10442.8565 largest_force_ev_per_a=7.42 e_homo_ev=-8.389
C -1.6052 0.2712 -0.4018
C -0.8595 -0.5585 0.6624
C 0.5539 -0.6082 0.1995
C 1.4425 -1.5614 0.0319
O 2.6815 -1.2436 -0.0612
C 2.8472 0.0952 -0.0725
C 1.7728 0.8114 0.0660
O 1.2330 2.0061 0.1358
H -1.5722 1.3959 -0.2366
H -2.6095 0.0642 -0.2042
H -1.2674 0.2185 -1.5283
H -1.2018 -1.5601 0.9003
H -0.9887 -0.0300 1.6991
H 1.3449 -2.6256 -0.0500
H 3.8385 0.4239 -0.1117
H 1.9479 2.7200 0.3535

***

[7]
15
Properties=species:S:1:pos:R:3 method="wB97M-V/def2-TZVPD" de_lowest_kcal_mol=11.0 multiplicity=4 molar_mass_g_mol=262.97 charge=+2 total_energy_ev=-38071.1319 largest_force_ev_per_a=3.39 e_homo_ev="-14.847 / -16.681"
O 0.6682 -0.4254 0.1210
C -0.3236 0.3579 -0.3192
C -1.7373 -0.1129 -0.1591
Li 1.9835 0.5645 0.8971
H -0.0599 1.0790 -1.1026
H -2.0706 0.0615 0.8796
H -2.3817 0.4913 -0.8151
C -2.5346 -2.4155 0.3780
C -1.9264 -1.5797 -0.5104
O -2.8992 -3.6643 0.0507
H -2.7630 -2.1053 1.4037
H -1.6609 -1.8234 -1.5469
H -0.2213 -3.4647 -1.1405
H -3.8270 -3.8177 0.2576
Tm 0.5852 -2.5846 0.5634

***

[8]
5
Properties=species:S:1:pos:R:3 method="wB97M-V/def2-TZVPD" de_lowest_kcal_mol=149.7 molar_mass_g_mol=98.22 total_energy_ev=-32531.7084 largest_force_ev_per_a=5.06 e_homo_ev=-9.099
H 0.7391 -0.9238 -0.0911
H 2.6453 1.6059 0.6021
S -2.1860 0.8013 -0.2113
S -3.3993 -0.9718 -0.1051
S 2.2008 -0.5115 -0.1946

***

Repeat the eighth record exactly.
5
Properties=species:S:1:pos:R:3 method="wB97M-V/def2-TZVPD" de_lowest_kcal_mol=149.7 molar_mass_g_mol=98.22 total_energy_ev=-32531.7084 largest_force_ev_per_a=5.06 e_homo_ev=-9.099
H 0.7391 -0.9238 -0.0911
H 2.6453 1.6059 0.6021
S -2.1860 0.8013 -0.2113
S -3.3993 -0.9718 -0.1051
S 2.2008 -0.5115 -0.1946